Entry 1:
C2H6N3O2 | the ωB97M-V functional and the def2-TZVPD basis

Cartesian coordinates (Å):
C1 1.7292 0.8562 -0.0541
C2 -1.8111 0.0251 -0.1444
N1 0.3816 0.8225 0.0994
N2 2.4593 -0.2347 -0.0033
N3 -2.4490 -1.1324 0.1090
O1 -0.5228 -0.1790 -0.1324
O2 1.9608 -1.3826 -0.0553
H1 2.0916 1.7905 0.0765
H2 -2.0714 1.0920 -0.1525
H3 0.0929 1.7696 0.2580
H4 3.4358 -0.2575 0.0225
H5 -3.3760 -1.1785 -0.2499
H6 -1.9209 -1.9913 0.2266

Force components x, y, z for each atom (eV/Å):
C 1.17 -4.73 -0.25
C 2.55 -1.84 1.41
N -0.90 1.52 0.74
N -2.43 1.16 -0.37
N 0.07 2.69 -1.03
O 0.26 -0.21 -0.43
O -0.88 -1.20 0.10
H 1.46 2.64 0.13
H -1.18 -0.70 -0.27
H -1.51 -0.04 -0.05
H 2.17 0.93 -0.02
H -0.95 -0.37 0.15
H 0.17 0.16 -0.10

Properties
* Kohn-Sham gap (spin up / spin down): 6.61 / 6.61 eV
* SMILES string: [NH2+]=CON/C=[NH+]\[O-]
* charge: +1
* spin multiplicity: 1
* energy relative to the best compared isomer or geometry (same formula, charge and spin): 119.1 kcal per mole


Entry 2:
C25H32F8N2O24S | the ωB97M-V functional and the def2-TZVPD basis

Cartesian coordinates (Å):
C1 0.3805 -5.5867 0.3177
C2 -0.0453 -6.5847 -0.7590
C3 -1.5503 -6.5885 -1.0854
O1 -2.3514 -5.9952 -0.0330
N1 -3.1335 -4.9723 -0.5741
C4 -2.7789 -3.6262 -0.0758
N2 -2.1634 -2.8674 -1.1743
S1 -4.7870 -5.2588 -0.4347
O2 -5.3875 -4.5350 -1.4857
O3 -5.3284 -4.9684 0.8436
F1 -4.9261 -6.7648 -0.7681
H1 -0.1156 -4.6195 0.2536
H2 0.1964 -5.9777 1.3157
H3 1.4493 -5.3979 0.2253
H4 0.2558 -7.5927 -0.4760
H5 0.4735 -6.3588 -1.6907
H6 -1.9388 -7.5876 -1.2736
H7 -1.6987 -5.9908 -1.9800
H8 -3.6604 -3.0570 0.2338
H9 -2.1086 -3.6678 0.7769
H10 -2.6341 -3.2127 -2.0073
H11 -1.2345 -3.2814 -1.2528
C5 -0.6210 1.4478 0.9104
C6 -0.4117 0.9688 -0.4992
O4 0.3165 -0.2363 -0.3039
C7 -0.0581 -0.7199 0.9070
O5 0.1510 -1.8317 1.2771
O6 -0.6978 0.2108 1.6369
F2 0.3561 1.8315 -1.2163
H12 0.2225 2.0270 1.2816
H13 -1.5261 2.0318 1.0240
H14 -1.3302 0.7588 -1.0494
C8 1.8721 -2.8804 3.8171
C9 2.7551 -1.8387 4.4521
O7 3.4593 -2.5885 5.4333
C10 3.5422 -3.8647 4.9635
O8 4.2791 -4.6905 5.3865
O9 2.6737 -4.0642 3.9390
F3 2.0256 -0.8761 5.0707
H15 0.9365 -3.0171 4.3616
H16 1.6466 -2.6620 2.7781
H17 3.4660 -1.3707 3.7714
C11 -5.7773 -1.4220 2.1990
C12 -6.6514 -0.1940 2.1949
O10 -5.9426 0.6847 1.3387
C13 -5.2539 -0.0958 0.4580
O11 -4.7687 0.2937 -0.5484
O12 -5.2047 -1.3849 0.8874
F4 -6.7381 0.3630 3.4270
H18 -4.9834 -1.3627 2.9451
H19 -6.3380 -2.3407 2.3525
H20 -7.6559 -0.3544 1.7999
C14 6.4520 -2.8300 1.6676
C15 7.0882 -1.7216 0.8655
O13 6.1404 -0.6705 0.9901
C16 5.5122 -0.8535 2.1823
O14 4.8523 -0.0344 2.7322
O15 5.7387 -2.0955 2.6693
F5 7.2100 -2.0544 -0.4397
H21 5.7483 -3.4150 1.0742
H22 7.1790 -3.5006 2.1174
H23 8.0546 -1.3850 1.2441
C17 -3.2804 5.4136 -2.6596
C18 -2.0196 4.6895 -3.0585
O16 -1.5453 4.1937 -1.8216
C19 -2.6406 4.0048 -1.0315
O17 -2.6456 3.3621 -0.0360
O18 -3.7207 4.6418 -1.5383
F6 -1.0946 5.5400 -3.5779
H24 -3.0824 6.4384 -2.3418
H25 -4.0297 5.4251 -3.4466
H26 -2.1737 3.8593 -3.7491
C20 0.7559 8.2912 -6.0439
C21 -0.0688 7.0310 -5.9688
O19 0.3633 6.3105 -7.1087
C22 1.6551 6.6892 -7.3452
O20 2.4071 6.1076 -8.0461
O21 1.9593 7.8220 -6.6579
F7 -1.3963 7.2939 -6.0898
H27 0.2928 9.0481 -6.6790
H28 0.9573 8.7238 -5.0671
H29 0.1016 6.4352 -5.0776
C23 4.2709 3.3319 1.8782
C24 2.8070 3.2710 1.5239
O22 2.2967 4.4568 2.1029
C25 3.3219 5.3614 2.1111
O23 3.1883 6.5238 2.2778
O24 4.5111 4.7443 1.8931
F8 2.2013 2.2002 2.0970
H30 4.4712 2.9149 2.8657
H31 4.9045 2.8336 1.1492
H32 2.6002 3.2714 0.4515

Force components x, y, z for each atom (eV/Å):
C 0.20 -0.08 -0.03
C -0.37 -0.11 0.15
C 0.21 0.27 -0.10
O 0.22 -0.11 0.00
N -0.69 -0.86 0.47
C -0.31 1.20 -0.76
N 0.50 -0.92 0.51
S -0.58 1.82 0.05
O 0.00 0.06 -1.17
O 0.37 -1.06 0.92
F 0.62 0.00 0.33
H -0.04 -0.01 -0.13
H -0.07 0.02 0.05
H 0.05 -0.02 0.09
H 0.13 0.03 0.11
H 0.04 -0.03 -0.05
H 0.05 -0.10 0.04
H -0.23 0.01 -0.04
H -0.11 -0.46 -0.04
H 0.06 -0.36 0.03
H -0.13 0.47 -0.13
H 0.18 0.44 -0.20
C -0.43 0.43 0.40
C 0.28 0.19 -0.02
O -0.40 -0.07 0.07
C 0.01 -0.06 0.18
O 0.12 -0.26 -0.01
O 0.18 -0.10 -0.35
F 0.06 -0.09 -0.04
H 0.05 -0.10 -0.19
H -0.01 -0.34 0.14
H 0.06 0.01 -0.10
C -0.20 -0.10 -0.40
C -0.26 0.07 0.29
O 0.10 -0.14 -0.46
C 0.01 -0.15 0.11
O 0.04 -0.07 0.05
O 0.14 0.28 0.19
F 0.08 0.01 0.05
H 0.06 0.13 0.12
H 0.07 -0.20 -0.05
H -0.12 0.12 0.19
C -0.05 -0.57 0.08
C 0.26 0.25 0.29
O -0.22 -0.39 -0.20
C 0.27 0.03 -0.19
O 0.10 0.06 -0.02
O -0.19 0.35 0.14
F -0.05 0.05 -0.04
H -0.07 0.21 0.05
H 0.07 -0.06 -0.24
H -0.05 0.06 0.11
C 0.11 -0.38 0.20
C -0.20 -0.10 -0.39
O 0.24 -0.07 0.43
C -0.14 0.02 0.06
O -0.04 0.16 -0.14
O 0.08 0.15 -0.23
F 0.02 0.09 0.00
H 0.03 0.12 -0.14
H -0.07 0.10 0.22
H 0.04 0.01 -0.12
C -0.39 0.15 -0.17
C 0.22 0.24 0.12
O -0.35 -0.19 -0.18
C -0.19 0.05 0.26
O -0.06 0.21 -0.10
O 0.31 -0.04 -0.12
F -0.03 -0.14 0.14
H 0.19 -0.03 -0.03
H -0.12 -0.15 0.13
H 0.13 0.06 -0.10
C 0.17 0.32 0.20
C -0.21 0.17 -0.40
O 0.28 0.09 0.37
C 0.17 0.01 -0.23
O 0.01 -0.02 -0.09
O -0.30 -0.17 0.04
F -0.01 -0.10 0.04
H -0.14 -0.12 -0.04
H 0.22 -0.07 -0.03
H -0.10 -0.01 0.02
C 0.41 -0.13 -0.09
C -0.02 -0.10 0.32
O 0.25 0.00 -0.38
C 0.13 0.22 0.16
O -0.05 0.06 0.06
O -0.33 -0.14 -0.03
F -0.02 0.01 0.04
H -0.19 -0.06 0.00
H 0.07 0.19 -0.05
H -0.11 -0.13 0.02

Properties
* Kohn-Sham gap: 10.32 eV
* SMILES string: CCCON(CN)S(=O)(=O)F.O=C1OC[C@@H](F)O1.O=C1OC[C@@H](F)O1.O=C1OC[C@@H](F)O1.O=C1OC[C@@H](F)O1.O=C1OC[C@@H](F)O1.O=C1OC[C@@H](F)O1.O=C1OC[C@@H](F)O1
* spin multiplicity: 1
* energy relative to the best compared isomer or geometry (same formula, charge and spin): 0.0 kcal per mole


Entry 3:
C21H34N2O2S | the ωB97M-V functional and the def2-TZVPD basis

Cartesian coordinates (Å):
C1 -5.6166 -1.2472 1.7599
H1 -6.0164 -0.6876 2.6028
H2 -6.2382 -2.1280 1.6090
H3 -4.6124 -1.5718 2.0174
C2 -5.6064 -0.3792 0.5045
C3 -7.0120 0.1496 0.2265
H4 -7.0138 0.8068 -0.6404
H5 -7.3864 0.7100 1.0803
H6 -7.6956 -0.6748 0.0326
C4 -5.0853 -1.1505 -0.7123
H7 -5.6214 -2.0972 -0.8074
H8 -5.2905 -0.5659 -1.6110
C5 -3.5836 -1.4467 -0.6381
N1 -2.8174 -0.2343 -0.4173
C6 -2.5830 0.5249 -1.6293
C7 -1.9790 1.8852 -1.2916
N2 -0.7626 1.6889 -0.5336
C8 -1.0778 0.9930 0.6979
H9 -1.8444 1.5363 1.2783
C9 -1.6033 -0.4050 0.3637
C10 -0.5025 -1.2400 -0.3198
H10 0.0231 -0.6065 -1.0374
H11 -0.9550 -2.0734 -0.8603
C11 0.5078 -1.8074 0.6779
O1 1.5479 -2.5134 0.0460
H12 2.0285 -1.9026 -0.5250
H13 0.0235 -2.5312 1.3389
H14 0.9227 -1.0005 1.2991
H15 -1.8925 -0.8984 1.3000
H16 -0.1761 0.9178 1.3076
C12 0.0016 2.9001 -0.3064
C13 1.3789 2.5358 0.1344
C14 2.1308 3.0407 1.1507
C15 3.3894 2.4200 1.2761
C16 3.5889 1.4317 0.3517
C17 4.7070 0.6086 0.1946
C18 5.6622 -0.1010 0.0016
C19 6.8243 -0.9777 -0.1300
C20 8.0978 -0.1486 0.1053
H17 8.0744 0.3109 1.0926
H18 8.1790 0.6372 -0.6410
H19 8.9682 -0.7974 0.0400
C21 6.8307 -1.6099 -1.5243
H20 5.9346 -2.2113 -1.6522
H21 6.8605 -0.8393 -2.2895
H22 7.6995 -2.2554 -1.6205
O2 6.7480 -2.0494 0.8005
H23 6.6492 -1.6904 1.6888
S1 2.2053 1.2648 -0.6991
H24 4.1199 2.6838 2.0201
H25 1.7951 3.8358 1.7932
H26 -0.4604 3.5675 0.4438
H27 0.0531 3.4459 -1.2560
H28 -2.7170 2.4780 -0.7219
H29 -1.7425 2.4174 -2.2165
H30 -1.9130 -0.0059 -2.3261
H31 -3.5403 0.6791 -2.1309
H32 -3.2793 -1.9644 -1.5634
H33 -3.3941 -2.1244 0.1959
H34 -4.9330 0.4673 0.6697

Force components x, y, z for each atom (eV/Å):
C 0.12 0.24 -0.18
H -0.03 0.01 0.13
H -0.08 -0.14 0.01
H 0.12 -0.11 0.12
C -0.25 -0.11 -0.10
C 0.29 -0.01 0.06
H -0.06 0.08 -0.11
H -0.10 0.07 0.07
H -0.14 -0.09 -0.03
C 0.28 0.19 0.25
H -0.09 -0.04 -0.08
H -0.06 -0.03 -0.10
C -0.24 0.04 -0.12
N 0.00 0.00 -0.03
C -0.05 0.24 0.02
C -0.15 -0.10 -0.24
N -0.05 0.18 -0.01
C 0.01 -0.34 0.20
H 0.06 -0.01 -0.02
C 0.35 0.04 0.09
C -0.06 -0.10 0.32
H -0.01 -0.11 -0.04
H 0.02 -0.04 -0.06
C -0.31 0.31 0.00
O 0.32 -0.20 -0.26
H -0.01 -0.03 0.07
H -0.01 0.10 0.02
H -0.08 -0.07 0.02
H 0.00 0.05 -0.02
H -0.01 0.01 0.00
C -0.11 0.06 -0.11
C 0.20 -0.13 -0.03
C -0.32 0.05 -0.21
C 0.21 -0.28 -0.19
C -0.79 0.51 -0.04
C 0.90 -0.61 -0.28
C -0.59 0.30 0.28
C 0.43 0.16 -0.30
C -0.16 -0.21 -0.03
H -0.01 0.03 0.04
H 0.02 0.10 -0.05
H 0.05 -0.07 -0.02
C 0.00 -0.04 0.33
H -0.07 -0.03 -0.03
H 0.01 0.05 -0.05
H 0.11 -0.05 -0.02
O 0.06 -0.24 0.01
H -0.03 0.06 -0.03
S 0.26 0.32 0.54
H 0.15 -0.02 0.10
H -0.12 0.13 0.10
H 0.05 -0.03 -0.08
H -0.07 0.00 0.11
H 0.01 -0.01 -0.04
H -0.02 0.01 0.03
H -0.05 0.02 -0.02
H 0.04 -0.01 -0.06
H 0.06 -0.05 0.11
H 0.06 -0.05 -0.01
H -0.06 -0.04 -0.01

Properties
* Kohn-Sham gap: 8.85 eV
* SMILES string: CC(C)CCN1CCN(Cc2ccc(C#CC(C)(C)O)s2)C[C@@H]1CCO
* spin multiplicity: 1
* energy relative to the best compared isomer or geometry (same formula, charge and spin): 59.2 kcal per mole


Number 1: E -394.09160 Eh, molecular weight 104.1 g/mol. Number 2: E -4084.23078 Eh, molecular weight 928.6 g/mol. Number 3: E -1478.70167 Eh, molecular weight 378.6 g/mol.